--- w ---
ORCA calculation (the ωB97M-V functional and the def2-TZVPD basis) on the ion C3H7IN with charge +1.

Bonds (Å) are listed after each position.
Positions of all 12 atoms, in Å:
1 I 2.83038 0.08057 -0.01961  C3 2.230
2 N -0.18398 -0.11024 0.10791  C3 1.504, C4 1.266, C5 1.468
3 C 0.94313 -0.45097 1.04302  I1 2.230, N2 1.504, H10 1.075, H11 1.062
4 C -0.75218 -1.04068 -0.53516  N2 1.266, H6 1.052, H9 1.158
5 C -0.59030 1.19361 -0.43095  N2 1.468, H7 1.115, H8 1.165, H12 0.994
6 H -0.42189 -1.99873 -0.25250  C4 1.052
7 H -1.08141 1.16040 -1.43144  C5 1.115
8 H -1.33204 1.82650 0.20725  C5 1.165
9 H -1.51450 -0.91014 -1.39710  C4 1.158
10 H 0.98940 0.00896 2.01398  C3 1.075
11 H 0.87846 -1.50666 1.14099  C3 1.062
12 H 0.23493 1.74738 -0.44638  C5 0.994

Computed properties:
Gap between HOMO and LUMO in eV: 8.60
E_HOMO in eV: -13.997
Total charge: +1

--- x ---
ORCA calculation (the ωB97M-V functional and the def2-TZVPD basis) on a cluster of 2 separate species, C3H7IN in total.

Bonds (Å) are listed after each position.
Positions of all 12 atoms, in Å:
1 I 0.62997 -3.05309 -0.50181  C3 2.153
2 N -0.22575 0.02976 -0.50676  C3 1.516, C4 1.476, C5 1.518, H6 0.999
3 C 0.51435 -1.04471 0.26557  I1 2.153, N2 1.516, C5 1.453
4 C -1.16841 0.97903 0.11572  N2 1.476, H7 1.121, H9 1.137, H10 1.116
5 C 1.24552 0.14111 -0.14881  N2 1.518, C3 1.453, H8 1.006, H11 1.060
6 H -0.34772 -0.05462 -1.49429  N2 0.999
7 H -1.16809 1.86699 -0.56857  C4 1.121
8 H 1.45539 0.76398 0.61280  C5 1.006
9 H -0.60272 1.17740 1.08179  C4 1.137
10 H -2.18647 0.52305 0.08807  C4 1.116
11 H 1.98534 -0.07387 -0.87636  C5 1.060
12 H -0.13142 -1.25505 1.93264  no bonds

Computed properties:
Gap between HOMO and LUMO in eV: 9.06
E_HOMO in eV: -13.958
Total charge: +1

Relative to the most stable one, in hartree, the structures come out at w 0.0000; x 0.1069.

--- w ---
ORCA calculation (the ωB97M-V functional and the def2-TZVPD basis) on a cluster of 2 separate species, C3H7IN in total.

Bonds (Å) are listed after each position.
Positions of all 12 atoms, in Å:
1 I 2.73731 0.03036 0.09104  C4 2.146
2 N -0.01010 1.75295 -0.23801  H6 1.029, H9 1.002, H10 1.006
3 C -1.11711 -1.60093 0.17625  C5 1.332, H7 1.174, H8 1.095
4 C 0.61052 -0.07095 0.35781  I1 2.146, C5 1.420, H12 1.108
5 C -0.05989 -1.05222 -0.41922  C3 1.332, C4 1.420, H11 1.001
6 H 0.85988 2.29822 -0.16542  N2 1.029
7 H -1.45126 -2.69627 -0.08333  C3 1.174
8 H -1.60873 -1.12902 1.03279  C3 1.095
9 H -0.72015 2.27682 0.23644  N2 1.002
10 H -0.06437 1.73354 -1.24205  N2 1.006
11 H 0.40715 -1.48050 -1.19465  C5 1.001
12 H 0.41674 -0.06200 1.44835  C4 1.108

Computed properties:
Gap between HOMO and LUMO in eV: 9.17
E_HOMO in eV: -14.247
Total charge: +1

--- x ---
ORCA calculation (the ωB97M-V functional and the def2-TZVPD basis) on a cluster of 2 separate species, C3H7IN in total.

Bonds (Å) are listed after each position.
Positions of all 12 atoms, in Å:
1 I -4.88209 -0.09756 0.00128  H10 1.618
2 N 1.29161 -1.69865 0.06683  C3 1.302, H8 1.061, H9 1.003
3 C 1.17264 -0.41105 0.22194  N2 1.302, C4 1.470, C5 1.431
4 C 1.36080 0.79673 -0.59473  C3 1.470, C5 1.595, H6 1.102, H12 1.025
5 C 0.58800 0.75968 0.80054  C3 1.431, C4 1.595, H7 1.166, H11 1.150
6 H 2.33703 1.30662 -0.63715  C4 1.102
7 H 1.14600 1.27890 1.68269  C5 1.166
8 H 1.97091 -2.04153 -0.67194  N2 1.061
9 H 0.71359 -2.23862 0.68283  N2 1.003
10 H -6.04329 0.39043 -1.01483  I1 1.618
11 H -0.50025 1.10361 0.94098  C5 1.150
12 H 0.84506 0.85144 -1.47845  C4 1.025

Computed properties:
Gap between HOMO and LUMO in eV: 7.08
E_HOMO in eV: -12.409
Total charge: +1

Relative to the most stable one, in hartree, the structures come out at w 0.0000; x 0.0029.

--- w ---
ORCA calculation (the ωB97M-V functional and the def2-TZVPD basis) on a cluster of 2 separate species, H2N2O3S in total.

Bonds (Å) are listed after each position.
Positions of all 8 atoms, in Å:
1 S -2.03239 -0.36778 -0.22354  O3 1.428, O4 1.430
2 O -0.06916 1.34607 0.24372  N6 1.221
3 O -2.91042 -0.21594 0.89186  S1 1.428
4 O -1.16389 -1.49982 -0.13468  S1 1.430
5 N 1.60823 0.10363 -0.19664  N6 1.361, H7 1.087, H8 1.035
6 N 1.12207 1.36286 -0.02498  O2 1.221, N5 1.361
7 H 2.64390 -0.18482 -0.35965  N5 1.087
8 H 0.80166 -0.54420 -0.19610  N5 1.035

Computed properties:
Gap between HOMO and LUMO (spin up / spin down) in eV: 6.72 / 8.45
E_HOMO (spin up / spin down) in eV: -7.594 / -10.674
Expectation value of S²: 2.008
Total charge: 0
2S+1: 3

--- x ---
ORCA calculation (the ωB97M-V functional and the def2-TZVPD basis) on a cluster of 2 separate species, H2N2O3S in total.

Bonds (Å) are listed after each position.
Positions of all 8 atoms, in Å:
1 S 1.03922 1.10383 1.04353  O3 1.439, O4 1.490
2 O -0.84705 0.17318 -1.18542  N5 1.464, N6 1.181
3 O 0.01053 1.76939 1.79750  S1 1.439
4 O 0.85360 -0.37013 1.16360  S1 1.490
5 N -0.27115 -1.13932 -0.88947  O2 1.464, H7 1.183, H8 0.987
6 N -0.24807 1.17092 -0.98188  O2 1.181
7 H 0.52454 -0.97890 -0.02952  N5 1.183
8 H -1.06162 -1.72898 -0.91834  N5 0.987

Computed properties:
Gap between HOMO and LUMO (spin up / spin down) in eV: 6.99 / 8.07
E_HOMO (spin up / spin down) in eV: -8.205 / -10.076
Expectation value of S²: 2.012
Total charge: 0
2S+1: 3

Relative to the most stable one, in hartree, the structures come out at w 0.0000; x 0.0744.

--- w ---
ORCA calculation (the ωB97M-V functional and the def2-TZVPD basis) on a cluster of 2 separate species, C4H7NS in total.

Bonds (Å) are listed after each position.
Positions of all 13 atoms, in Å:
1 S -0.14113 1.84565 2.12352  N2 1.673, C3 1.945
2 N -0.18134 0.17475 2.04212  S1 1.673, C4 1.258
3 C -0.08832 1.96771 0.18355  S1 1.945, C6 1.609, H11 1.062, H13 1.114
4 C -0.08695 -0.33688 0.89713  N2 1.258, C6 1.473
5 C 0.03310 -2.59987 -0.78189  H7 1.054, H8 1.113, H10 1.003
6 C 0.13585 0.45723 -0.32339  C3 1.609, C4 1.473, H9 1.072, H12 1.029
7 H 1.02750 -2.32614 -0.56608  C5 1.054
8 H -0.50597 -2.01297 -1.55894  C5 1.113
9 H 1.02587 0.30253 -0.90097  C6 1.072
10 H -0.44534 -3.06276 -0.03132  C5 1.003
11 H -0.98341 2.50538 -0.01174  C3 1.062
12 H -0.56716 0.43990 -1.07437  C6 1.029
13 H 0.77731 2.64546 0.00238  C3 1.114

Computed properties:
Gap between HOMO and LUMO in eV: 6.26
E_HOMO in eV: -7.854
Total charge: 0

--- x ---
ORCA calculation (the ωB97M-V functional and the def2-TZVPD basis) on a cluster of 2 separate species, C4H7NS in total.

Bonds (Å) are listed after each position.
Positions of all 13 atoms, in Å:
1 S 2.72847 -0.39295 -0.53307  C6 1.746, H7 1.275
2 N -2.77625 -0.54227 -0.24556  C3 1.351, H8 0.997
3 C -1.47499 -0.35021 -0.55457  N2 1.351, C4 1.453, H13 1.066
4 C -0.36803 0.33651 0.08871  C3 1.453, C5 1.297
5 C -0.34193 1.60165 0.37320  C4 1.297, H10 1.024, H11 1.112
6 C 1.39717 -0.97502 0.43469  S1 1.746, H9 1.127, H12 1.057
7 H 3.27683 0.42888 0.27262  S1 1.275
8 H -3.19636 -1.13335 -0.93000  N2 0.997
9 H 1.03544 -1.99814 0.13035  C6 1.127
10 H -1.21300 2.12418 0.24040  C5 1.024
11 H 0.47498 2.23361 0.78537  C5 1.112
12 H 1.54084 -0.81948 1.47029  C6 1.057
13 H -1.08317 -0.51342 -1.53244  C3 1.066

Computed properties:
Gap between HOMO and LUMO (spin up / spin down) in eV: 8.83 / 8.83
E_HOMO (spin up / spin down) in eV: -8.619 / -8.619
Total charge: 0

Relative to the most stable one, in hartree, the structures come out at w 0.0655; x 0.0000.

--- w ---
ORCA calculation (the ωB97M-V functional and the def2-TZVPD basis) on the molecule C4H7NS.

Bonds (Å) are listed after each position.
Positions of all 13 atoms, in Å:
1 S -2.51153 0.30208 1.11814  C5 1.611
2 N 0.23133 -0.55208 0.19461  C3 1.452, C5 1.656, C6 1.424
3 C -0.11335 -1.86033 -0.33365  N2 1.452, H8 1.137, H9 1.087, H12 1.106
4 C 0.05282 1.58611 0.46486  C5 1.534, C6 1.480, H7 1.033, H13 1.103
5 C -0.95009 0.46319 0.75721  S1 1.611, N2 1.656, C4 1.534
6 C 0.85910 0.62026 -0.31526  N2 1.424, C4 1.480, H10 1.176, H11 1.139
7 H 0.45539 1.99956 1.32209  C4 1.033
8 H -0.01120 -2.56787 0.55086  C3 1.137
9 H -1.07270 -1.79543 -0.83985  C3 1.087
10 H 2.00418 0.87471 -0.23317  C6 1.176
11 H 0.74407 0.82955 -1.42876  C6 1.139
12 H 0.63852 -2.26321 -1.03716  C3 1.106
13 H -0.32653 2.36345 -0.21990  C4 1.103

Computed properties:
Gap between HOMO and LUMO in eV: 8.95
E_HOMO in eV: -8.694
Total charge: 0

--- x ---
ORCA calculation (the ωB97M-V functional and the def2-TZVPD basis) on the molecule C4H7NS.

Bonds (Å) are listed after each position.
Positions of all 13 atoms, in Å:
1 S -2.02170 -1.32841 2.59335  C5 1.550
2 N 0.49475 -1.14455 -0.53876  C3 1.472, C4 1.516, H8 1.007
3 C -0.61645 -0.54691 0.21909  N2 1.472, C4 1.583, C5 1.584, H11 1.192
4 C 0.61988 0.33394 -0.22827  N2 1.516, C3 1.583, C6 1.528, H13 1.118
5 C -0.77867 -1.07968 1.70176  S1 1.550, C3 1.584, H12 1.165
6 C 0.32330 1.25413 -1.41106  C4 1.528, H7 1.073, H9 1.170, H10 1.249
7 H -0.07163 0.68396 -2.23016  C6 1.073
8 H 1.01562 -1.37064 0.29304  N2 1.007
9 H -0.45588 2.07598 -1.11597  C6 1.170
10 H 1.44856 1.73795 -1.65577  C6 1.249
11 H -1.67326 -0.35170 -0.29548  C3 1.192
12 H 0.22561 -0.91242 2.26785  C5 1.165
13 H 1.48985 0.64833 0.40037  C4 1.118

Computed properties:
Gap between HOMO and LUMO in eV: 8.57
E_HOMO in eV: -8.857
Total charge: 0

Relative to the most stable one, in hartree, the structures come out at w 0.0000; x 0.0311.